Density functional theory data (ωB97M-V/def2-TZVPD) for a cluster of 9 separate species, C15H48O15 in total.

Summary:
* SMILES: OCCO.OCCO.OCCO.OCCO.OCCO.OCCO.CO.CO.CO
* energy above the lowest of the compared OMol25 structures with the same formula, charge and spin: 94.36 kJ/mol
* E_tot: -1728.72948 hartree
* gap between HOMO and LUMO: 9.96 eV
* total charge: 0

```
78
Properties=species:S:1:pos:R:3:forces:R:3
C 4.5957 0.1038 -0.2259 -0.4855 -0.5070 0.0248
O 4.6845 -1.0154 0.6866 -0.1140 1.1040 -0.5946
H 3.9366 0.8932 0.1770 0.2254 -0.2544 -0.1296
H 5.5756 0.5259 -0.4374 0.1316 0.0382 -0.0209
H 4.1551 -0.2662 -1.1527 0.0829 0.0393 0.0403
H 4.8429 -0.5559 1.5094 0.1403 -0.4407 0.6667
C 2.0656 3.7538 0.6835 -0.2467 -0.6941 0.8112
O 0.6160 3.8055 0.8684 1.4662 -0.1011 -0.5725
H 2.3901 4.2778 -0.2117 -0.1086 0.0277 -0.1307
H 2.5406 4.1957 1.5654 0.0800 0.0086 -0.1735
H 2.3970 2.7062 0.6209 -0.3149 0.3333 -0.0363
H 0.4711 4.7078 0.5884 -0.9159 0.2794 0.0743
C 0.9036 0.2037 0.1619 0.1716 0.0640 0.2582
O -0.3654 0.8496 0.1316 -0.0138 -0.2306 0.1358
H 0.7521 -0.8843 0.1597 -0.0526 0.3571 -0.0469
H 1.4958 0.4908 -0.7162 0.0697 -0.1221 0.1505
H 1.4496 0.4473 1.0849 -0.0127 -0.0362 -0.2106
H -0.2545 1.7841 0.3555 0.0238 -0.0235 -0.1185
C -0.5515 -1.9866 3.3343 0.0844 0.9565 0.2529
C -0.7613 -3.3745 3.8389 0.2666 0.0347 -0.9010
O -2.1078 -3.5207 4.2240 -0.2033 -0.1044 0.3043
O -0.8223 -1.0090 4.3223 0.1935 0.8324 0.7771
H -1.1612 -1.7634 2.4748 -0.3220 -0.2665 -0.5333
H 0.4803 -1.8206 3.0449 0.2597 -0.2523 -0.1355
H -0.0476 -3.6059 4.6333 -0.1497 -0.0195 0.0726
H -0.5618 -3.9826 2.9549 0.1666 -0.5124 0.1328
H -2.1212 -4.0491 5.0208 -0.2306 -0.0955 0.1438
H -1.7384 -0.7150 4.3073 0.0269 -0.3772 -0.1250
C -3.7047 5.0628 -0.6181 0.3456 1.0546 0.9297
C -3.1019 3.7357 -0.7989 0.0552 -0.7027 -1.2181
O -4.1039 2.8074 -1.1549 -0.3831 -0.6101 0.1765
O -4.4548 4.9993 0.6079 0.0317 0.3107 -0.4432
H -4.3488 5.3311 -1.4544 -0.0604 -0.1254 -0.1448
H -2.8821 5.8022 -0.5892 -0.4132 0.0496 0.3288
H -2.4905 3.4239 0.0584 -0.3244 0.0125 0.0360
H -2.4677 3.7823 -1.6803 0.4963 0.0266 -0.0171
H -4.9583 3.1336 -0.8413 0.2987 -0.1744 0.2074
H -5.2245 5.5651 0.5194 -0.0234 0.1226 0.1451
C 1.5645 3.4677 4.2970 -0.2026 0.8238 0.5676
C 0.7195 2.2683 4.0546 -1.2269 -0.2110 -0.2325
O 1.0612 1.2643 4.9960 0.7163 0.2501 -0.2958
O 1.3849 3.8647 5.6648 0.5427 -0.2587 -0.5993
H 1.1717 4.2968 3.7127 0.1149 0.0126 -0.2942
H 2.6160 3.2999 4.0241 -0.0336 -0.0246 0.2747
H 0.7846 1.9480 2.9956 0.0332 -0.0938 0.4413
H -0.3266 2.5626 4.2823 0.3222 -0.0063 -0.4887
H 0.4463 0.5427 4.8672 -0.3499 -0.6491 0.0255
H 1.3908 3.0139 6.1153 -0.0091 -0.0273 0.5071
C 0.8046 -3.4420 -0.7858 1.0624 -0.5736 0.7342
C 0.5992 -4.7160 -1.5459 -0.8569 0.4317 -0.8471
O 0.7500 -4.2889 -2.9454 -0.2183 -0.5364 1.2582
O 0.6400 -3.6885 0.6178 -0.6937 0.9621 -0.3269
H 0.0764 -2.6994 -1.1334 0.2665 -0.0743 0.2956
H 1.8462 -3.1433 -0.9668 -0.2420 0.5347 -0.0727
H -0.4257 -5.0316 -1.2898 0.1611 -0.1993 -0.6280
H 1.2869 -5.5269 -1.2589 0.0981 0.3683 -0.2714
H 0.7422 -5.0659 -3.5021 -0.0472 -0.2314 -0.2911
H 1.0552 -4.5152 0.8335 0.3957 -0.5017 0.1240
C 0.2845 -0.9230 -5.0090 0.4150 0.2295 0.7531
C 1.5596 -0.7980 -4.1337 -1.4941 1.2534 -0.4538
O 2.2784 -1.9600 -4.1251 1.0173 -1.1942 0.3303
O 0.5293 -1.4147 -6.3088 0.5614 0.1790 -0.3634
H -0.1928 0.0693 -5.0104 -0.0290 -0.1823 -0.2653
H -0.4237 -1.6228 -4.5335 0.2858 0.2431 0.0342
H 1.2125 -0.4433 -3.1490 0.1241 -0.2777 0.0108
H 2.2551 -0.0402 -4.4962 -0.2235 0.2616 -0.3438
H 1.7722 -2.6173 -3.6451 -0.1345 -0.5998 0.1207
H 1.4891 -1.4497 -6.4660 -0.5334 -0.0210 0.2109
C -2.4995 -1.1234 -2.0275 -3.3674 0.8755 0.1542
C -2.9481 -2.1916 -2.9927 0.0564 0.1799 0.3356
O -2.3400 -3.4218 -2.6450 0.8765 0.0742 -0.9198
O -1.1859 -0.7974 -2.0872 2.3064 -0.4601 -0.4693
H -2.8406 -1.4563 -1.0284 0.3432 0.1489 -0.1656
H -3.1041 -0.2243 -2.2975 0.0284 -0.2989 0.3509
H -2.7901 -1.8748 -4.0404 0.1573 -0.3528 0.2617
H -4.0120 -2.3372 -2.8443 -0.2671 0.1368 -0.0629
H -1.4299 -3.2867 -2.9608 -0.0493 -0.6438 0.3143
H -0.9243 -0.3376 -1.2858 -0.1485 0.4512 0.1698
```
Positions in Å, forces in eV/Å.

Density functional theory data (ωB97M-V/def2-TZVPD) for a structure of composition C15H49BClN15O10Si2.

Summary:
* E_tot: -3239.30784 hartree
* gap between HOMO and LUMO: 9.79 eV
* total charge: 0

```
93
Properties=species:S:1:pos:R:3:forces:R:3
C -2.5485 -1.6008 -0.6524 0.0699 0.0763 -0.0105
C -3.5288 -0.5360 -1.1367 -0.1301 -0.0975 -0.0745
C -4.7438 -0.4340 -0.2095 0.0252 -0.0070 0.0163
C -2.8475 0.8244 -1.3569 -0.1030 -0.0290 -0.0136
Si -2.3779 1.8559 0.1272 0.0913 0.0279 -0.2904
C -3.6569 3.1370 0.5229 -0.1879 -0.0476 -0.0121
O -2.1685 0.8366 1.4442 0.0537 0.3672 -0.0366
Si -1.7242 1.1962 2.9577 0.1706 -0.1733 0.1100
Cl -1.4405 -0.6435 3.8598 -0.0081 -0.3068 0.0661
C -0.1133 2.1482 2.9581 0.2045 0.2724 -0.0117
C 0.7768 1.9898 4.1495 0.0159 0.0315 0.1752
N 1.4300 0.9289 4.3848 0.0734 -0.0104 -0.1746
C -3.0140 2.0557 3.9574 -0.1377 0.1575 0.3829
B -4.3175 1.1969 4.0608 -0.1319 0.0429 0.0625
O -5.2306 1.2661 3.0444 -0.0425 -0.3621 -0.1669
O -4.5151 0.3928 5.1735 0.3109 -0.2905 -0.1902
H -1.6214 -1.5719 -1.2265 -0.0394 -0.0648 -0.0055
H -2.9609 -2.6045 -0.7717 -0.0595 0.0010 0.0793
H -2.3112 -1.4453 0.4033 0.0153 -0.0319 -0.0072
H -3.8952 -0.8632 -2.1163 0.0219 0.0392 -0.0209
H -5.2986 0.4938 -0.3685 -0.0337 -0.0138 -0.0407
H -4.4283 -0.4589 0.8360 -0.0024 0.0894 0.0075
H -5.4325 -1.2658 -0.3689 0.0198 -0.0392 0.0142
H -3.5283 1.4625 -1.9331 0.0607 0.0333 -0.0429
H -1.9590 0.6874 -1.9802 0.0032 -0.0120 0.0079
H -1.0678 2.5054 -0.1384 0.0419 -0.0867 0.1440
H -4.0372 3.5050 -0.4317 0.0025 0.1031 0.0544
H -4.4824 2.7026 1.0913 0.0157 0.0142 0.0160
H -3.2572 4.0006 1.0559 0.0299 -0.0341 0.0169
H 0.4387 1.8977 2.0488 -0.0429 -0.1822 0.0109
H -0.3814 3.2064 2.8714 -0.0248 -0.0174 -0.0903
H 0.8522 2.8560 4.8117 -0.1012 0.0511 0.0094
H 1.9822 1.0471 5.2317 0.0081 -0.0410 0.0236
H -3.1669 3.0607 3.5560 -0.0544 -0.0590 -0.1125
H -2.5854 2.1417 4.9620 0.0374 0.0822 -0.0205
H -5.9307 0.6018 3.1026 0.0569 0.2693 0.0845
H -4.6252 -0.5485 4.9918 -0.2187 0.2220 0.0931
C -1.1645 5.3248 -2.0973 0.0907 -0.0719 0.0068
O -2.0519 4.7768 -1.4622 -0.1075 0.0226 -0.0419
N -1.4017 6.0914 -3.1945 -0.0027 0.1338 0.2117
N 0.1528 5.1925 -1.7344 -0.0226 0.0599 -0.0447
H -0.6671 6.5153 -3.7269 0.0152 -0.0538 -0.0381
H -2.3434 6.1701 -3.5399 0.0626 -0.1494 -0.1170
H 0.3501 4.6264 -0.9312 -0.0145 -0.0154 0.0136
H 0.9077 5.6261 -2.2295 0.0012 0.0002 -0.0020
C 1.3549 -2.1100 -1.4506 -0.0853 0.0534 0.2355
O 0.3612 -2.5297 -2.0217 0.1135 -0.0619 -0.1601
N 1.2878 -1.6532 -0.1549 0.0595 -0.0235 -0.0999
N 2.5845 -2.0566 -2.0297 -0.1800 0.3087 -0.0684
H 2.0787 -1.3001 0.3480 -0.0056 0.0094 0.0195
H 0.3897 -1.6736 0.2919 -0.0168 0.0246 0.0081
H 2.6966 -2.4491 -2.9469 0.0640 -0.2155 0.1163
H 3.4015 -1.7468 -1.5410 0.0294 -0.1004 0.0336
C 3.7497 4.0925 4.7389 0.0439 -0.0807 -0.0026
O 2.9413 4.7096 4.0688 -0.0532 -0.0052 0.0045
N 4.2166 4.5602 5.9382 -0.0193 -0.0372 -0.0303
N 4.2473 2.8790 4.3466 0.0311 0.0910 0.0198
H 4.8797 4.0663 6.5036 0.0095 -0.0025 -0.0028
H 3.8688 5.4471 6.2493 -0.0032 0.0143 -0.0036
H 3.9087 2.5073 3.4790 -0.0442 -0.0399 0.0190
H 4.9078 2.3483 4.8811 0.0070 0.0130 0.0173
C 4.6964 -5.2849 -2.9314 0.0329 -0.0699 0.0162
O 4.1233 -4.2457 -3.2221 0.1184 0.0627 -0.1025
N 4.0511 -6.3794 -2.4541 -0.0054 0.1060 0.1829
N 6.0526 -5.4358 -3.0893 -0.0723 -0.0270 -0.0455
H 4.5109 -7.2576 -2.2893 -0.0686 -0.1100 -0.2391
H 3.0540 -6.3250 -2.3612 -0.0194 0.0329 -0.0212
H 6.5673 -4.6499 -3.4371 0.0035 0.0201 0.0109
H 6.5347 -6.2856 -2.8628 -0.0050 -0.0061 0.0152
C 0.3922 -3.3632 7.2281 -0.0060 -0.0039 -0.0755
O 0.6260 -3.6603 8.3864 0.0056 0.0020 0.0164
N 0.0881 -2.0914 6.8342 0.0403 -0.0881 0.0022
N 0.4166 -4.2897 6.2164 -0.0003 0.0534 0.0399
H -0.1029 -1.8425 5.8817 -0.0032 0.1104 -0.0255
H 0.0547 -1.3852 7.5437 -0.0196 0.0053 0.0116
H 0.6335 -5.2348 6.4673 0.0005 -0.0122 0.0073
H 0.2266 -4.0625 5.2592 -0.0022 0.0052 -0.0061
C 5.1268 -8.8911 -5.0146 -0.0796 0.0990 -0.0948
O 4.8457 -8.9979 -3.8307 0.1387 -0.0563 0.1378
N 5.1227 -7.6860 -5.6565 0.0487 -0.0820 0.0400
N 5.4614 -9.9719 -5.7811 0.0146 0.0495 0.0352
H 5.3390 -7.5781 -6.6286 -0.0153 -0.0070 -0.0107
H 4.8649 -6.8782 -5.1185 -0.0115 0.0139 -0.0130
H 5.4650 -10.8680 -5.3322 -0.0069 -0.0110 0.0084
H 5.6855 -9.9086 -6.7552 -0.0138 0.0032 -0.0099
C -3.2973 5.9064 -6.7058 -0.0470 -0.0546 -0.0543
O -3.1874 5.9367 -5.4922 -0.0295 0.1161 -0.0070
N -3.3276 7.0427 -7.4669 0.0353 -0.0630 0.0132
N -3.3987 4.7304 -7.3929 0.0156 0.0640 0.0028
H -3.4219 7.0360 -8.4640 -0.0111 -0.0038 -0.0051
H -3.2687 7.9193 -6.9851 -0.0148 0.0113 0.0137
H -3.3803 3.8849 -6.8541 0.0006 -0.0114 0.0136
H -3.4941 4.6775 -8.3885 -0.0068 0.0031 -0.0046
```
Positions in Å, forces in eV/Å.

Density functional theory data (ωB97M-V/def2-TZVPD) for a structure of composition C15H49ClNO24P5.

Summary:
* E_tot: -4628.15142 hartree
* gap between HOMO and LUMO (alpha / beta): 9.64 / 3.26 eV
* total charge: +1
* 2S+1: 2

```
95
Properties=species:S:1:pos:R:3:forces:R:3
N 13.0913 10.6118 -8.4080 -0.5211 -0.0347 -0.1184
H 13.4464 10.3105 -9.3042 0.6118 -0.8181 -1.2952
H 12.9002 9.8100 -7.8243 -0.2561 -0.1950 0.1377
H 12.2653 11.1422 -8.6458 -0.4840 0.1713 0.3784
H 13.8424 11.1583 -8.0115 0.7903 0.5137 0.3817
Cl 12.2794 13.4677 -10.6734 -3.1919 -1.3766 -3.6691
O 13.6964 13.2384 -10.5760 0.6152 0.1313 0.3692
O 11.9774 14.1808 -9.4502 0.2630 0.2800 0.3612
O 11.9669 14.2802 -11.8429 1.0094 -0.0949 1.7783
O 11.5171 12.2482 -10.8130 1.3628 1.0980 1.2178
C 14.8709 15.1963 -19.2718 -0.9537 -0.3354 -0.2987
O 14.2979 15.8395 -18.1214 -1.2596 0.2816 1.7385
P 12.7577 15.7940 -17.5437 0.7098 0.5624 -0.2790
O 11.7275 15.4372 -18.5301 0.7371 0.2911 0.6566
O 12.5248 17.2659 -16.8846 0.0422 -0.4721 0.5018
C 13.2830 17.8185 -15.7460 1.4982 -1.4966 -1.2660
O 12.8047 14.8133 -16.2362 0.6014 0.4977 -0.9437
C 11.7936 14.9338 -15.2583 -1.3437 -0.2379 0.4737
H 15.4462 15.9014 -19.8718 -0.2497 0.2960 0.2880
H 14.0349 14.8139 -19.8575 0.2377 -0.1399 -0.2453
H 15.5480 14.3866 -18.9998 -0.2128 0.0079 0.3648
H 13.9518 18.5674 -16.1702 -0.4026 0.3211 0.2384
H 13.9528 17.0243 -15.4161 0.1298 -0.0824 0.1727
H 12.7708 18.1382 -14.8385 -0.8949 0.1578 -0.7399
H 10.7816 15.1096 -15.6232 0.1535 0.6611 -0.7865
H 12.0164 15.6979 -14.5136 0.2097 -0.0694 -0.0088
H 11.5715 13.9817 -14.7762 0.9734 -0.2392 0.1595
C 5.3826 17.1530 -10.0826 -1.3899 1.9212 1.7078
O 5.4542 16.1998 -11.0784 2.2771 -0.8139 -1.2657
P 6.6000 16.1985 -12.2299 -3.5854 -0.7831 -0.8820
O 6.6220 14.8256 -12.8299 0.8422 2.4197 0.6140
O 6.0716 17.4293 -13.2320 0.5235 -1.7776 1.6475
C 6.2625 17.2193 -14.6201 -0.3120 -0.1546 -1.0153
O 7.8921 16.8202 -11.5550 -1.8306 -0.3395 0.7960
C 9.0916 16.5113 -12.1527 2.4433 0.0914 -0.3510
H 5.4239 16.8829 -9.0274 0.7272 -1.5124 -0.0782
H 4.3411 17.4743 -10.0700 0.0779 0.8485 -0.5169
H 6.0996 17.9732 -10.1176 -0.1897 0.1209 -0.6996
H 7.2568 17.5794 -14.8843 0.0015 -0.3301 -0.3271
H 5.5219 17.7340 -15.2323 -0.0263 0.7511 0.5637
H 6.0366 16.1954 -14.9179 0.7451 -0.2993 0.3010
H 8.9902 15.8479 -13.0116 0.0232 0.2069 -0.1454
H 9.7746 16.0315 -11.4517 -0.2440 -0.3254 0.2588
H 9.5948 17.4537 -12.3688 -0.0492 -0.0126 -0.6131
C 13.6189 19.0448 -4.2961 0.6780 -1.4479 0.6638
O 13.2918 19.0811 -5.7243 0.6670 0.5610 0.4764
P 14.0883 18.0419 -6.6147 2.8082 1.1252 0.8356
O 14.0032 16.6953 -6.0553 -0.1308 -0.9188 -0.4695
O 13.6038 18.2636 -8.1154 2.7361 0.5074 1.9621
C 12.2824 17.9848 -8.2891 -2.7433 -0.5005 -1.6651
O 15.6374 18.6261 -6.5970 -1.0800 -0.7972 -0.4616
C 16.6870 17.8405 -7.2590 -0.6065 0.5786 0.0477
H 13.0678 19.7488 -3.6726 -0.2295 -0.0174 -0.7718
H 14.6753 19.0826 -4.0302 0.4136 1.2341 -0.9455
H 13.5417 18.0233 -3.9237 -1.3095 -0.1606 -0.1209
H 11.6976 17.8553 -7.3784 0.0857 0.1752 0.0719
H 12.1916 17.0729 -8.8794 -0.1450 -0.1697 0.0161
H 11.8846 18.7974 -8.8970 -0.4042 -0.0276 0.1906
H 16.8278 16.8769 -6.7693 -0.4307 -0.1564 -0.2721
H 17.6610 18.3273 -7.2085 -0.3633 0.5577 0.3918
H 16.4226 17.8263 -8.3164 0.0847 -0.6308 -0.0080
C 14.4365 7.4519 -14.1430 0.6403 -0.6828 0.8972
O 13.9789 7.8686 -12.7935 -0.1482 2.1052 -0.5341
P 14.1838 9.4420 -12.3965 -0.9587 -1.5809 -0.9813
O 13.8889 9.7298 -10.9715 -0.3074 -0.0631 -0.6351
O 15.6758 9.7299 -12.7815 1.6715 0.5668 1.0892
C 16.7290 9.3559 -11.7647 -0.8904 -0.8670 -0.6967
O 13.3423 10.2220 -13.5419 0.8364 -3.2185 2.2138
C 13.5190 11.5609 -13.7627 0.6532 1.8466 -1.8811
H 15.0037 6.5497 -13.9143 -0.0403 -0.0417 -0.2191
H 15.1369 8.1512 -14.5997 -0.2899 0.2376 0.1718
H 13.6456 7.1782 -14.8413 -0.3413 0.4242 0.4747
H 17.4789 8.7852 -12.3126 0.0201 0.4029 -0.0832
H 16.2810 8.6588 -11.0566 -0.0560 0.1416 0.0684
H 17.1597 10.1880 -11.2078 -0.3551 0.2931 -0.5210
H 14.0018 11.6637 -14.7345 -0.2198 0.0339 -0.4082
H 14.2766 12.0574 -13.1564 -0.5903 0.0950 0.8516
H 12.5258 11.9982 -13.8650 0.2762 0.4870 0.5500
C 15.4308 13.8427 -6.4690 -1.2633 0.9943 0.0973
O 16.6713 13.2079 -6.7363 0.1175 -0.3932 0.2527
P 16.8417 12.0657 -7.7878 3.4847 -1.7243 -0.2476
O 15.6748 11.2515 -8.1952 -0.2241 0.6460 0.3174
O 17.5738 12.8517 -8.9939 -0.4771 -1.4255 0.6580
C 16.9390 13.9938 -9.5630 0.0658 -0.2274 -1.3561
O 18.0939 11.0943 -7.1714 -3.1242 4.2363 0.1077
C 18.3935 9.8279 -7.6172 0.8771 -1.2658 -1.7949
H 14.5904 13.2829 -6.8794 -0.0094 -0.4209 0.4857
H 15.2957 14.8226 -6.9269 0.7812 0.0648 -0.3959
H 15.3241 14.0954 -5.4141 0.0817 -0.7195 0.0465
H 16.7011 13.8574 -10.6180 0.2387 -0.8026 -0.2589
H 17.7193 14.7520 -9.6291 -0.6542 0.5916 0.8773
H 15.9317 14.1575 -9.1802 0.4566 0.7759 0.7666
H 17.9068 9.6049 -8.5666 -0.4446 -0.2373 0.0983
H 18.2244 9.0235 -6.9013 -0.2413 0.3247 0.1810
H 19.4470 9.8462 -7.8961 0.1952 -0.1993 0.3046
```
Positions in Å, forces in eV/Å.

- total charge of number 3 (C15H49ClNO24P5)?
  +1

- total charge of number 1 (C15H48O15)?
  0

- Which of these has the lowest E_tot?
  C15H49ClNO24P5